(1)
43
Properties=species:S:1:pos:R:3 method="wB97M-V/def2-TZVPD" spin_multiplicity=1 e_tot_ev=-40604.43040 relative_energy_kj_mol=1643.6
Cl -2.033 -5.277 0.186
O 2.216 3.135 -5.411
O 3.062 2.077 1.024
O 4.422 2.460 -1.217
N -0.211 1.274 0.590
N -1.098 -0.775 2.326
C 3.229 2.586 -1.863
C -1.790 0.749 2.325
C 3.557 2.768 -3.053
C 0.381 -0.105 0.535
C -1.586 1.368 1.046
C 0.843 2.616 -1.884
C 0.799 2.241 1.026
C 2.286 2.928 -3.851
C -3.391 -1.868 2.707
C -1.509 -2.901 1.204
C -4.377 -2.841 2.281
C -2.116 -1.683 2.038
C -3.641 -4.018 1.697
C 1.914 2.173 0.363
C 0.050 -0.834 1.815
C -2.521 -4.002 1.037
C 0.826 2.972 -3.169
C 1.940 2.326 -1.163
H -4.343 -4.767 1.594
H 0.764 -1.897 1.967
H 1.484 -0.145 0.037
H 3.042 3.218 -5.446
H -2.208 0.545 0.126
H 0.779 -0.169 2.552
H 0.094 2.854 -3.932
H -1.908 2.364 1.012
H 4.228 2.272 -0.129
H -1.271 1.287 3.032
H -0.198 -0.806 -0.087
H -0.161 2.645 -1.477
H 4.394 2.681 -3.832
H -3.652 -0.910 3.506
H -2.750 0.627 2.655
H -5.195 -2.970 2.858
H 0.944 2.171 2.065
H 0.460 3.155 0.818
H -0.802 -2.927 0.673

---

(2)
27
Properties=species:S:1:pos:R:3 method="wB97M-V/def2-TZVPD" spin_multiplicity=1 e_tot_ev=-25910.85131 charge=+3 relative_energy_kj_mol=141.1
In 0.229 1.390 -2.800
O 3.566 -0.441 0.181
O -3.590 2.339 -0.104
O -1.583 1.459 -0.467
O 4.365 -1.472 -1.731
O -3.303 0.232 0.258
O 2.345 -0.533 -1.980
C 4.837 -1.039 0.538
C -5.964 1.855 -0.622
C 3.336 -0.797 -1.224
C 5.399 -1.524 -0.770
C -2.740 1.369 -0.106
C 4.653 -2.221 1.489
C -4.456 0.546 1.010
C -4.835 1.927 0.526
H -5.189 2.601 1.306
H -4.176 0.483 2.062
H -6.930 1.626 -0.171
H -5.855 2.695 -1.308
H -5.281 -0.122 0.765
H 6.194 -0.863 -1.116
H 5.769 -2.546 -0.852
H -5.915 0.982 -1.273
H 4.997 -2.101 2.516
H 5.089 -3.170 1.175
H 3.602 -2.424 1.697
H 5.435 -0.253 0.999

---

(3)
49
Properties=species:S:1:pos:R:3 method="wB97M-V/def2-TZVPD" spin_multiplicity=1 e_tot_ev=-102681.47928 charge=+3
Pt 0.411 0.023 0.011
Br 1.240 -2.593 0.703
F 5.500 3.077 1.313
O -1.693 -0.729 0.346
N 1.119 -1.336 -1.734
C -3.579 -0.362 3.829
C 1.936 1.245 0.559
C -2.638 4.516 4.071
C -2.559 -0.390 1.137
C 2.462 -3.194 -3.236
C -2.645 0.883 1.832
C -2.232 2.088 1.196
C 3.925 1.453 1.916
C 1.315 -1.111 -3.019
C -2.652 3.280 3.287
C -1.858 2.117 -0.243
C 2.026 -2.007 -3.841
C -2.237 3.259 1.939
C 4.348 2.499 1.083
C -3.099 2.081 3.872
C 3.558 2.950 0.016
C 2.344 2.341 -0.224
C 2.226 -3.440 -1.894
C 2.296 -1.690 -5.254
C 1.568 -2.460 -1.171
C -3.128 0.886 3.170
C 2.715 0.846 1.662
H 2.785 -0.718 -5.357
H 3.909 3.769 -0.595
H 3.003 -3.920 -3.824
H -2.596 1.615 -0.870
H -3.616 4.690 4.538
H 1.368 -1.606 -5.830
H -2.334 5.388 3.496
H -3.371 -1.101 1.375
H -1.732 3.135 -0.601
H -2.814 -1.137 3.812
H 0.895 -0.203 -3.433
H 2.559 -4.351 -1.416
H -3.861 -0.185 4.864
H -3.430 2.097 4.899
H -0.868 1.576 -0.404
H -1.943 4.187 1.470
H 4.552 1.139 2.739
H 2.918 -2.452 -5.720
H -4.458 -0.766 3.321
H 1.735 2.704 -1.044
H 2.393 0.039 2.313
H -1.980 4.411 4.945

---

(4)
15
Properties=species:S:1:pos:R:3 method="wB97M-V/def2-TZVPD" spin_multiplicity=1 e_tot_ev=-11894.19787 relative_energy_kj_mol=104.2 smiles="O=CNC(=O)CCO"
O -1.119 3.046 1.135
O 2.256 -1.891 -1.539
O -1.450 -1.261 -0.028
N -1.111 0.819 0.735
C 1.250 -1.836 -0.563
C -0.528 2.066 0.779
C 0.753 -0.391 -0.382
C -0.680 -0.338 0.100
H 0.455 -2.502 -0.884
H 0.902 0.099 -1.345
H -2.081 0.765 0.976
H 0.537 2.069 0.496
H 1.634 -2.225 0.379
H 3.124 -1.638 -1.213
H 1.402 0.090 0.358

---

(5)
12
Properties=species:S:1:pos:R:3 method="wB97M-V/def2-TZVPD" spin_multiplicity=1 e_tot_ev=-16562.13777 charge=+1 relative_energy_kj_mol=41.9
S 1.186 -1.926 0.431
N -0.562 0.545 -0.494
C 0.267 0.662 0.763
C -0.668 -0.614 -1.129
C -0.050 -1.777 -0.767
C 1.260 -0.457 1.134
H -0.221 -2.684 -1.315
H -0.428 0.752 1.614
H -0.944 1.402 -0.855
H 0.824 1.604 0.708
H 2.008 -0.241 1.876
H -1.304 -0.628 -2.006

---

(6)
22
Properties=species:S:1:pos:R:3 method="wB97M-V/def2-TZVPD" spin_multiplicity=1 e_tot_ev=-16099.29663 relative_energy_kj_mol=184.6 smiles="CC(=O)Cc1nc2ccccc2o1"
O 0.321 -1.166 -0.110
O -2.606 1.257 0.820
N 0.101 0.939 -0.453
C 3.870 -0.354 0.366
C 1.606 -0.664 -0.053
C 2.802 -1.254 0.384
C 2.533 1.571 -0.277
C -0.515 -0.156 -0.317
C -2.040 -0.603 -0.363
C 1.424 0.643 -0.406
C 3.695 1.075 0.180
C -3.013 0.312 0.247
C -4.448 0.025 0.010
H -4.295 -1.048 -0.506
H -4.798 -0.316 1.083
H 4.568 1.683 0.333
H 3.096 -2.290 0.509
H -2.306 -0.745 -1.422
H -2.100 -1.539 0.138
H -5.214 0.723 -0.272
H 4.837 -0.692 0.702
H 2.481 2.599 -0.591